ORCA calculation (ωB97M-V with the def2-TZVPD basis set) on C16H19F3N2O7S as an isolated structure in a non-equilibrium geometry.

The orbital gap is 8.34 eV. As for the net charge: 0. The total energy is -53198.817 eV.

Cartesian coordinates (Å):
C1 2.03193 -0.47441 2.64101
C2 1.59747 0.24816 1.32534
O1 2.68174 0.95689 0.71604
C3 0.92488 -0.69835 0.29052
O2 -0.43669 -0.32578 -0.00687
C4 -1.25754 -0.50682 1.08440
C5 -1.48707 -1.89570 1.46887
C6 -2.28113 -2.24371 2.50328
O3 -2.47140 -3.58032 2.78195
C7 -2.90842 -1.20622 3.28429
N1 -3.71862 -1.40940 4.31639
S1 -4.11676 0.11657 4.76781
N2 -3.33010 1.01424 3.67925
C8 -2.65156 0.17405 2.88834
C9 -1.81215 0.54700 1.77258
C10 -1.53370 1.97332 1.27940
C11 -0.77837 2.90613 2.25543
O4 -1.38795 3.05922 3.55126
C12 -2.27061 4.13833 3.43025
O5 -3.42289 3.92762 3.17118
H1 1.80007 -1.55099 2.61459
H2 3.11283 -0.32581 2.79348
H3 1.52023 -0.04045 3.51565
H4 0.87246 1.01475 1.61170
H5 3.47127 0.40920 0.80203
H6 1.47151 -0.58974 -0.65423
H7 1.00500 -1.73941 0.64360
H8 -1.03403 -2.71473 0.90253
H9 -3.28800 -3.88675 2.36845
H10 -0.87673 1.86035 0.39858
H11 -2.45528 2.45187 0.90631
H12 0.28364 2.65313 2.38517
H13 -0.77908 3.91491 1.78462
H14 -1.88839 5.17444 3.54090
C13 2.65854 -0.42589 -6.88801
C14 1.60161 0.12683 -5.95523
O6 1.09106 -0.90227 -5.08855
C15 1.82739 -1.18086 -4.01857
O7 2.85894 -0.65172 -3.72811
C16 1.13675 -2.25544 -3.17196
F1 0.66969 -3.26555 -3.91854
F2 0.09455 -1.74496 -2.50145
F3 1.96320 -2.79104 -2.27023
H15 2.26824 -1.27937 -7.44423
H16 2.98232 0.33842 -7.59421
H17 3.52941 -0.77487 -6.33268
H18 0.75201 0.48941 -6.53130
H19 1.97971 0.96573 -5.37105

Cartesian forces (eV/Å) of the 2 atoms listed first:
C -0.09 0.23 -0.26
C -0.06 -0.32 0.39

ORCA calculation (ωB97M-V with the def2-TZVPD basis set) on a 3-piece molecular cluster, C5H17NO3S overall in a non-equilibrium geometry.

The orbital gap is 8.67 eV. As for the net charge: 0. The total energy is -23924.534 eV. The energy above the lowest of the compared OMol25 structures with the same formula, charge and spin comes out at 3.666 eV. As for the SMILES: OCCCNCCS.O.O.

Cartesian coordinates (Å):
O1 1.76392 -2.50277 1.36604
C1 0.77873 -1.43732 1.21087
C2 0.98196 -0.26182 0.23000
C3 -0.08891 0.04604 -0.86694
N1 -0.74963 1.21065 -0.17627
C4 -0.16629 2.57405 -0.42677
C5 0.68271 2.78471 0.82607
S1 2.33524 3.10008 0.03832
H1 1.68388 -2.88585 2.21827
H2 0.65335 -1.01411 2.28460
H3 -0.15286 -2.00476 1.15194
H4 1.93399 -0.31179 -0.41011
H5 1.12855 0.54757 0.85839
H6 0.50271 0.42792 -1.71682
H7 -0.86695 -0.75542 -1.14224
H8 -1.73505 1.02010 -0.10868
H9 0.26423 2.57584 -1.47212
H10 -1.20070 3.12856 -0.47082
H11 0.87514 1.90068 1.49150
H12 0.14614 3.66688 1.21529
H13 3.03379 2.40043 1.02315
O2 -0.97944 -2.94347 -0.80482
H14 -0.21140 -2.95607 -0.24784
H15 -1.68686 -3.55333 -0.62659
O3 -3.27652 -1.46163 -1.63771
H16 -2.80408 -1.05663 -2.36908
H17 -2.84566 -2.23857 -1.43761

Cartesian forces (eV/Å) of the 2 atoms listed first:
O 0.65 1.25 -2.39
C -0.65 -0.47 3.26

ORCA calculation (ωB97M-V with the def2-TZVPD basis set) on an isolated molecule of C6H11NO in a non-equilibrium geometry.

The orbital gap is 9.56 eV. As for the net charge: 0. The total energy is -9936.487 eV. The energy above the lowest of the compared OMol25 structures with the same formula, charge and spin comes out at 1.968 eV. As for the SMILES: CC1(C)C[C@]1(N)C=O.

Cartesian coordinates (Å):
C1 -1.07414 -0.15624 1.51886
C2 0.10023 -0.11215 0.57247
C3 1.38768 0.27505 1.25825
C4 0.26639 -1.28692 -0.45541
C5 -0.23004 0.02853 -0.95936
N1 -1.59765 0.09498 -1.47556
C6 0.71459 1.08967 -1.45827
O1 1.73777 0.79623 -2.07481
H1 -2.03121 -0.33111 1.02025
H2 -0.94522 -0.95829 2.25248
H3 -1.15117 0.79370 2.05962
H4 2.25299 0.20981 0.59128
H5 1.58161 -0.38100 2.11337
H6 1.31703 1.30172 1.63201
H7 1.28586 -1.55859 -0.70963
H8 -0.42124 -2.12444 -0.40538
H9 -1.79489 -0.72450 -2.05061
H10 -1.75368 0.91189 -2.06308
H11 0.35508 2.13166 -1.36648

Cartesian forces (eV/Å) of the 2 atoms listed first:
C -0.21 -0.17 0.10
C -1.04 -2.19 -0.64

ORCA calculation (ωB97M-V with the def2-TZVPD basis set) on an isolated ion of composition C4H12N3O and charge +1 in a non-equilibrium geometry.

The orbital gap is 10.27 eV. As for the net charge: +1. The total energy is -10852.718 eV. The energy above the lowest of the compared OMol25 structures with the same formula, charge and spin comes out at 2.375 eV. As for the SMILES: NC(=O)[C@@H](N)CC[NH3+].

Cartesian coordinates (Å):
N1 -0.43599 -2.52985 -0.65612
C1 -0.72050 -1.22671 -0.90371
O1 -1.37852 -0.89785 -1.82093
C2 0.32830 -0.10032 -0.46204
N2 0.06884 1.29643 -0.86613
C3 0.80356 -0.17360 0.96350
C4 0.13762 0.82726 1.91244
N3 0.78480 2.17931 1.47417
H1 -0.04835 -2.82742 0.21242
H2 -0.51682 -3.14301 -1.45201
H3 1.18468 -0.41771 -1.31592
H4 0.42640 1.65493 -1.78574
H5 -0.93377 1.43815 -0.97468
H6 0.79268 -1.22189 1.35265
H7 1.87608 0.01589 1.15814
H8 -0.91537 1.09890 1.73030
H9 0.31718 0.59919 2.91504
H10 0.30636 2.29968 0.36094
H11 1.85869 2.02251 1.56636
H12 0.46302 3.08252 2.07535

Cartesian forces (eV/Å) of the 2 atoms listed first:
N 0.03 0.49 0.66
C 2.71 0.92 0.07

ORCA calculation (ωB97M-V with the def2-TZVPD basis set) on a 2-piece molecular cluster, C2HNO2 overall in a non-equilibrium geometry.

The orbital gap (alpha / beta) is 10.71 / 6.43 eV. As for the net charge: 0. The total energy is -7665.478 eV. The energy above the lowest of the compared OMol25 structures with the same formula, charge and spin comes out at 9.632 eV.

Cartesian coordinates (Å):
C1 0.09137 0.30493 -0.58930
C2 -0.96778 0.77966 -0.40811
N1 -2.62730 2.00736 -2.59404
O1 -2.17469 3.04389 -2.65664
O2 -3.08083 1.09874 -3.12219
H1 1.13677 -0.13497 -0.56564

Cartesian forces (eV/Å) of the 2 atoms listed first:
C 5.12 -2.18 -0.16
C -3.20 1.46 0.08

ORCA calculation (ωB97M-V with the def2-TZVPD basis set) on an isolated ion of composition C6H10N3OS and charge +1 in a non-equilibrium geometry.

Its multiplicity is 3. The orbital gap (alpha / beta) is 9.70 / 6.99 eV. As for the net charge: +1. The total energy is -23726.940 eV. The energy above the lowest of the compared OMol25 structures with the same formula, charge and spin comes out at 0.000 eV.

Cartesian coordinates (Å):
C1 -2.37067 -1.41601 0.69912
C2 1.34490 0.37558 0.67891
C3 -2.85651 0.55194 -0.58217
C4 -1.68846 -0.22049 0.14672
C5 0.78748 -0.24455 -0.53094
C6 2.79825 0.43485 0.86420
N1 -3.00318 -2.34534 0.89280
N2 -0.52427 -0.61145 -0.62575
N3 1.55524 -0.59704 -1.57236
O1 0.48646 0.87954 1.56879
S1 -2.39866 2.23506 -0.94217
H1 -3.02315 0.06022 -1.59380
H2 -3.70105 0.44720 0.20542
H3 -1.28057 0.23992 1.07727
H4 3.49801 0.85670 0.04200
H5 3.18214 -0.60716 0.85348
H6 3.18108 1.03583 1.80396
H7 -0.74463 -0.76327 -1.59578
H8 0.89604 1.20059 2.40320
H9 1.38811 -1.07334 -2.48518
H10 2.47346 -0.43877 -1.30772

Cartesian forces (eV/Å) of the 2 atoms listed first:
C 0.59 0.11 -1.18
C -0.11 0.03 -1.50